Entry 1:
The following is a DFT calculation (wB97M-V/def2-TZVPD) of a 2-piece molecular cluster, C3H12N2 overall in a non-equilibrium geometry.

Positions of all 17 atoms, in Å:
C1 1.13660 -0.26380 2.22833
C2 1.43098 -0.82746 0.85247
N1 1.76092 0.30985 -0.10074
H1 2.08133 0.06139 2.68100
H2 0.71185 -0.96828 2.92081
H3 0.50212 0.57837 2.27355
H4 0.51598 -1.16089 0.38119
H5 2.25893 -1.63831 0.89915
H6 2.14302 -0.15695 -0.93212
H7 2.52571 0.73472 0.38653
C3 -1.86571 0.25340 -2.09180
N2 -2.34201 0.77947 -0.81778
H8 -2.08598 0.92444 -2.85637
H9 -0.79670 -0.00309 -2.17815
H10 -2.41754 -0.65929 -2.36819
H11 -3.07532 0.20175 -0.50351
H12 -2.48416 1.83469 -0.77437

Relative energy (zero: lowest compared OMol25 entry of this formula, charge and spin) = 19.9 kcal per mole
Gap between HOMO and LUMO = 9.9656 eV
HOMO level = -8.78 eV
Structure (SMILES) = CCN.CN
Calculated total energy = -230.9596 hartree

From a Löwdin analysis of the wavefunction, the atomic charges in e read: number 1, C, carries -0.13; number 2, C, carries -0.33; number 3, N, carries -0.03; number 4, H, carries 0.07; number 5, H, carries 0.06; number 6, H, carries 0.05; number 7, H, carries 0.08; number 8, H, carries 0.12; number 9, H, carries 0.06; number 10, H, carries 0.03; number 11, C, carries -0.21; number 12, N, carries -0.08; number 13, H, carries 0.03; number 14, H, carries 0.06; number 15, H, carries 0.07; number 16, H, carries 0.02; number 17, H, carries 0.10

---

Entry 2:
The following is a DFT calculation (wB97M-V/def2-TZVPD) of C40H46F5HfIN2O2SeSiTe as an isolated structure.

Positions of all 100 atoms, in Å:
Hf1 -0.04197 -0.52367 0.21072
I1 -1.68369 -4.03576 -0.99871
C1 -3.41884 -2.90555 -0.82792
C2 -4.52796 -3.38858 -1.47080
C3 -5.79341 -2.82102 -1.24132
C4 -5.91192 -1.84640 -0.29071
C5 -4.77846 -1.34367 0.38580
C6 -4.96475 -0.42311 1.45684
C7 -3.89564 0.06862 2.13224
C8 -2.62054 -0.23266 1.60176
C9 -2.31495 -1.10973 0.59562
C10 -3.45978 -1.78092 0.04887
H1 -4.43060 -4.23816 -2.13446
H2 -6.66134 -3.19688 -1.76889
H3 -6.88384 -1.44429 -0.02642
H4 -5.97358 -0.15899 1.75216
H5 -3.94402 0.72063 2.99392
H6 -1.74868 0.97769 2.89260
C11 -1.22575 4.05077 0.59068
C12 0.20970 3.98086 1.04425
C13 0.98792 5.18914 1.02541
C14 2.34269 5.18559 1.01055
C15 3.07675 4.00311 0.67697
C16 2.47533 2.83787 0.31952
C17 3.23408 1.83579 -0.50482
C18 1.07009 2.56436 0.60890
N1 0.39846 1.60962 -0.20818
C19 0.36228 1.97909 -1.57377
C20 0.69123 3.36094 -2.08786
C21 0.09086 1.00281 -2.45335
C22 0.08774 1.27191 -3.93607
N2 -0.09436 -0.29568 -1.91202
C23 -0.42766 -1.29330 -2.86382
C24 -1.74250 -1.38920 -3.34295
C25 -2.78691 -0.39551 -2.92001
C26 -2.06050 -2.39060 -4.25633
C27 -1.09794 -3.27920 -4.70329
C28 0.21157 -3.14516 -4.26371
C29 0.56612 -2.14801 -3.36243
C30 2.00336 -1.93727 -2.97811
H7 -1.84310 4.53902 1.34916
H8 -1.62428 3.04982 0.42286
H9 -1.32314 4.61256 -0.34191
H10 0.44794 6.13106 0.97835
H11 2.88332 6.12358 1.07499
H12 4.14375 4.10305 0.50274
H13 4.30092 1.89671 -0.28395
H14 3.09107 2.02336 -1.57332
H15 2.89794 0.81677 -0.32307
H16 0.95771 4.06290 -1.30329
H17 -0.15726 3.78800 -2.63391
H18 1.52902 3.32813 -2.79327
H19 1.08677 1.55765 -4.28923
H20 -0.57919 2.10083 -4.19207
H21 -0.22395 0.40924 -4.52086
H22 -2.63942 -0.07488 -1.89007
H23 -3.78728 -0.82032 -3.01756
H24 -2.73161 0.50191 -3.54426
H25 -3.08530 -2.47667 -4.60311
H26 -1.36321 -4.06876 -5.39692
H27 0.97922 -3.81695 -4.63434
H28 2.64277 -2.67694 -3.46452
H29 2.13578 -1.99643 -1.89841
H30 2.33439 -0.93954 -3.28055
C31 1.45865 -4.92321 -0.64600
Si1 1.45033 -3.62579 0.73738
C32 0.23855 -4.08908 2.09346
C33 3.16413 -3.73595 1.48925
O1 1.11165 -2.15717 0.08492
H31 2.38277 -5.50691 -0.59993
H32 1.41119 -4.45100 -1.63077
H33 0.62441 -5.62512 -0.57221
H34 0.12850 -5.17485 2.17328
H35 -0.75060 -3.66499 1.90793
H36 0.58865 -3.69556 3.04991
H37 3.31775 -4.77332 1.80769
H38 3.27903 -3.08918 2.35916
H39 3.95139 -3.48934 0.77257
Se1 1.25343 -0.27254 2.73800
C34 3.15148 -0.12910 2.62746
C35 3.91780 -0.58577 1.55576
C36 5.29574 -0.42893 1.53706
C37 5.95179 0.18699 2.59418
C38 5.20237 0.64300 3.67216
C39 3.82516 0.48910 3.68709
H40 3.42015 -1.07619 0.72973
H41 5.85946 -0.79056 0.68382
H42 7.02769 0.31405 2.57753
H43 5.69222 1.13357 4.50604
H44 3.24768 0.86224 4.52436
C40 0.57747 2.88470 1.97083
H45 -0.24953 2.29071 2.31688
H46 1.33465 3.08581 2.71901
F1 -4.54102 5.36476 4.45569
Te1 -3.34113 3.86598 4.14278
F2 -4.37880 3.04388 5.46505
F3 -4.71963 3.09120 2.98379
F4 -2.29173 4.40686 5.70361
F5 -2.43681 2.03949 4.15339
O2 -1.54633 0.49265 2.06478

Relative energy (zero: lowest compared OMol25 entry of this formula, charge and spin) = 25.6 kcal per mole
Net charge = -2
Gap between HOMO and LUMO = 5.4601 eV
HOMO level = -1.76 eV
Calculated total energy = -5616.1831 hartree

Löwdin population analysis, charges in e, atoms 1 to 99: number 1, Hf, carries 1.55; number 2, I, carries 1.21; number 3, C, carries -0.62; number 4, C, carries -0.19; number 5, C, carries -0.11; number 6, C, carries -0.06; number 7, C, carries -0.17; number 8, C, carries -0.02; number 9, C, carries 0.00; number 10, C, carries -0.35; number 11, C, carries -0.13; number 12, C, carries -0.26; number 13, H, carries 0.08; number 14, H, carries 0.09; number 15, H, carries 0.10; number 16, H, carries 0.11; number 17, H, carries 0.09; number 18, H, carries 0.06; number 19, C, carries -0.03; number 20, C, carries -0.34; number 21, C, carries -0.08; number 22, C, carries -0.11; number 23, C, carries -0.07; number 24, C, carries -0.22; number 25, C, carries -0.03; number 26, C, carries -0.35; number 27, N, carries -0.08; number 28, C, carries -0.33; number 29, C, carries -0.04; number 30, C, carries -0.32; number 31, C, carries -0.05; number 32, N, carries -0.11; number 33, C, carries -0.29; number 34, C, carries -0.26; number 35, C, carries -0.03; number 36, C, carries -0.09; number 37, C, carries -0.12; number 38, C, carries -0.08; number 39, C, carries -0.24; number 40, C, carries -0.04; number 41, H, carries 0.05; number 42, H, carries 0.08; number 43, H, carries 0.08; number 44, H, carries 0.10; number 45, H, carries 0.08; number 46, H, carries 0.10; number 47, H, carries 0.08; number 48, H, carries 0.08; number 49, H, carries 0.05; number 50, H, carries 0.06; number 51, H, carries 0.08; number 52, H, carries 0.07; number 53, H, carries 0.07; number 54, H, carries 0.07; number 55, H, carries 0.07; number 56, H, carries 0.06; number 57, H, carries 0.08; number 58, H, carries 0.08; number 59, H, carries 0.10; number 60, H, carries 0.09; number 61, H, carries 0.10; number 62, H, carries 0.07; number 63, H, carries 0.05; number 64, H, carries 0.08; number 65, C, carries -0.23; number 66, Si, carries 0.22; number 67, C, carries -0.21; number 68, C, carries -0.18; number 69, O, carries -0.56; number 70, H, carries 0.02; number 71, H, carries 0.00; number 72, H, carries -0.03; number 73, H, carries 0.03; number 74, H, carries -0.01; number 75, H, carries 0.02; number 76, H, carries 0.03; number 77, H, carries 0.02; number 78, H, carries 0.03; number 79, Se, carries 0.70; number 80, C, carries -0.63; number 81, C, carries -0.18; number 82, C, carries -0.11; number 83, C, carries -0.13; number 84, C, carries -0.12; number 85, C, carries -0.15; number 86, H, carries 0.07; number 87, H, carries 0.10; number 88, H, carries 0.08; number 89, H, carries 0.09; number 90, H, carries 0.09; number 91, C, carries -0.08; number 92, H, carries 0.06; number 93, H, carries 0.13; number 94, F, carries -0.56; number 95, Te, carries 1.88; number 96, F, carries -0.45; number 97, F, carries -0.56; number 98, F, carries -0.57; number 99, F, carries -0.55

---

Entry 3:
The following is a DFT calculation (wB97M-V/def2-TZVPD) of C27H24BrF3N2O4Pb as an isolated structure.

Positions of all 62 atoms, in Å:
Pb1 -0.96831 0.46870 -0.87213
O1 -3.03787 -3.60210 -2.54230
C1 -2.35770 -2.51637 -2.18357
O2 -2.89763 -1.56566 -1.66928
C2 -0.91677 -2.56857 -2.51087
C3 -0.40390 -3.55842 -3.33465
C4 0.93023 -3.49219 -3.70264
C5 1.69603 -2.43696 -3.25052
C6 1.12194 -1.49015 -2.41147
N1 -0.15600 -1.55499 -2.04346
C7 1.94948 -0.27486 -1.95138
O3 3.12027 -0.25730 -2.29154
O4 1.31645 0.60607 -1.28191
H1 -3.96571 -3.49060 -2.29474
H2 -1.05511 -4.34383 -3.68914
H3 1.35890 -4.24491 -4.35003
H4 2.73484 -2.31448 -3.52209
C8 -3.60280 3.52515 -5.48157
C9 -3.15764 3.75977 -4.06664
C10 -3.12635 5.02695 -3.49415
C11 -2.70610 5.19065 -2.18423
C12 -2.32909 4.05366 -1.49008
Br1 -1.77074 4.17137 0.31856
N2 -2.34288 2.84571 -2.00933
C13 -2.74526 2.70116 -3.26622
H5 -4.08439 4.40959 -5.89375
H6 -4.30153 2.69008 -5.53000
H7 -2.74572 3.27637 -6.10971
H8 -3.43621 5.89044 -4.06972
H9 -2.67527 6.16229 -1.71365
H10 -2.73655 1.68226 -3.64552
C14 -2.92525 -1.15953 1.49642
C15 -1.86970 -0.54710 2.41679
C16 -1.19759 -1.69822 3.17193
C17 -2.58044 0.38055 3.41065
C18 -0.82959 0.30725 1.62955
H11 -3.69271 -1.67051 2.08304
H12 -2.46127 -1.89095 0.83426
H13 -3.41246 -0.39729 0.88457
H14 -1.95684 -2.36074 3.59476
H15 -0.57420 -1.32815 3.98573
H16 -0.56616 -2.27879 2.49795
H17 -3.32815 -0.16823 3.98850
H18 -3.08354 1.19206 2.87980
H19 -1.86400 0.81753 4.10843
H20 -1.06229 1.36715 1.76762
F1 7.27092 -2.22112 4.48445
C19 6.96829 -0.93056 4.24634
F2 7.11852 -0.27829 5.42490
F3 7.93259 -0.44823 3.43210
C20 5.59687 -0.74677 3.68126
C21 5.19465 0.53165 3.30821
C22 3.91693 0.73915 2.83189
C23 3.01542 -0.32914 2.72331
C24 3.44363 -1.61216 3.08628
C25 4.72534 -1.81973 3.56066
C26 1.68504 -0.11321 2.28312
C27 0.53126 0.08697 1.97504
H21 5.88940 1.35722 3.39414
H22 3.59493 1.72720 2.53379
H23 2.75921 -2.44372 2.98826
H24 5.05260 -2.81310 3.83398

Gap between HOMO and LUMO = 5.8227 eV
HOMO level = -6.65 eV
Calculated total energy = -4520.2231 hartree

From a Löwdin analysis of the wavefunction, the atomic charges in e read: number 1, Pb, carries 1.47; number 2, O, carries 0.14; number 3, C, carries -0.48; number 4, O, carries 0.02; number 5, C, carries -0.18; number 6, C, carries 0.02; number 7, C, carries -0.02; number 8, C, carries 0.03; number 9, C, carries -0.16; number 10, N, carries 0.05; number 11, C, carries -0.62; number 12, O, carries 0.06; number 13, O, carries -0.20; number 14, H, carries 0.14; number 15, H, carries 0.12; number 16, H, carries 0.12; number 17, H, carries 0.13; number 18, C, carries -0.05; number 19, C, carries -0.25; number 20, C, carries -0.02; number 21, C, carries -0.09; number 22, C, carries -0.75; number 23, Br, carries 0.76; number 24, N, carries -0.07; number 25, C, carries -0.11; number 26, H, carries 0.08; number 27, H, carries 0.08; number 28, H, carries 0.09; number 29, H, carries 0.12; number 30, H, carries 0.10; number 31, H, carries 0.12; number 32, C, carries -0.10; number 33, C, carries -0.63; number 34, C, carries -0.07; number 35, C, carries -0.06; number 36, C, carries -0.34; number 37, H, carries 0.09; number 38, H, carries 0.07; number 39, H, carries 0.07; number 40, H, carries 0.08; number 41, H, carries 0.09; number 42, H, carries 0.08; number 43, H, carries 0.08; number 44, H, carries 0.08; number 45, H, carries 0.09; number 46, H, carries 0.04; number 47, F, carries 0.13; number 48, C, carries -0.58; number 49, F, carries 0.13; number 50, F, carries 0.13; number 51, C, carries -0.14; number 52, C, carries -0.01; number 53, C, carries -0.01; number 54, C, carries -0.22; number 55, C, carries -0.02; number 56, C, carries -0.01; number 57, C, carries 0.02; number 58, C, carries -0.10; number 59, H, carries 0.12; number 60, H, carries 0.12; number 61, H, carries 0.11; number 62, H, carries 0.12

---

> The highest gap between HOMO and LUMO belongs to which entry?

C3H12N2

---

> Among the records above, which one has the lowest calculated total energy?

C40H46F5HfIN2O2SeSiTe

---

> Among the records above, which one has the lowest HOMO level?

C3H12N2